12 unconnected molecules or ions with the total composition C80H190BClF4N10O5 at a distorted geometry, computed with ωB97M-V/def2-TZVPD.

The geometry in XYZ format:
```
291
Properties=species:S:1:pos:R:3:forces:R:3:lowdin_charge:R:1
C -14.34183 -15.85931 5.47271 2.4 -0.4 0.7 -0.03
C -13.27225 -14.84506 4.92644 -1.0 1.9 -0.5 -0.11
N -12.06897 -14.49277 5.85399 -0.6 -1.5 0.4 -0.20
C -12.67782 -14.07579 7.24631 1.0 0.0 -2.4 0.07
C -11.26883 -15.80283 5.91589 1.7 1.3 0.6 -0.14
C -9.90256 -15.65998 6.65365 -0.9 -0.7 0.1 -0.09
C -11.21256 -13.30941 5.36498 -1.1 0.2 1.9 -0.09
C -10.60298 -13.38907 4.04758 0.6 -1.2 -1.5 -0.18
O -9.54682 -14.36407 4.03582 0.9 -0.1 -0.9 -0.21
C -8.73949 -14.20955 2.84612 -0.3 1.1 0.5 -0.06
H -13.75881 -16.77190 5.59665 0.2 -0.2 0.7 0.04
H -15.11609 -16.33114 4.86773 -0.2 1.4 -0.6 0.07
H -14.69402 -15.55643 6.45877 -0.4 -0.1 -0.3 0.07
H -13.63357 -13.83076 4.75695 -0.8 -0.1 -0.1 0.11
H -12.92299 -15.13647 3.93589 0.4 -0.3 0.3 0.12
H -11.91113 -13.46158 7.71860 -0.1 -0.6 0.5 0.10
H -12.98271 -15.01670 7.70437 0.1 0.5 0.4 0.11
H -13.47711 -13.39784 6.94694 -0.3 -0.2 0.4 0.09
H -11.14518 -16.10627 4.87631 0.1 0.0 0.1 0.11
H -11.85100 -16.56704 6.43082 -0.1 0.3 0.1 0.11
H -10.05174 -15.25806 7.65580 -0.1 -0.3 0.2 0.06
H -9.06868 -15.11619 6.20976 -0.6 0.1 -0.6 0.05
H -9.59765 -16.69854 6.78219 0.3 0.0 0.5 0.02
H -10.46068 -13.08505 6.12158 0.3 -0.8 0.1 0.13
H -11.78946 -12.39117 5.47502 -0.8 -0.2 -0.6 0.14
H -10.24732 -12.38911 3.79922 0.1 0.1 -0.2 0.14
H -11.28822 -13.73850 3.27529 -0.5 0.5 -0.1 0.12
H -9.30324 -14.25855 1.91452 -0.4 -0.1 0.0 0.06
H -7.89745 -14.89128 2.72646 -0.2 -0.3 0.8 0.07
H -8.34725 -13.19464 2.91099 0.4 0.1 -0.3 0.09
C -12.34524 -13.46505 10.96010 0.0 1.4 0.5 -0.05
C -13.39912 -12.30785 10.85738 -0.9 -1.9 0.1 -0.11
N -14.77510 -12.70435 11.46871 -1.3 0.0 0.7 -0.23
C -15.32097 -14.06008 11.02724 1.7 0.0 1.1 0.01
C -14.63104 -12.75036 13.04836 -0.5 0.7 -0.1 -0.11
C -14.39424 -11.39540 13.77589 0.2 0.2 -0.9 -0.04
C -15.82441 -11.58221 11.15615 0.9 -0.5 -0.4 -0.05
C -16.59212 -11.73492 9.83921 1.1 1.2 -0.4 -0.19
O -15.66928 -11.97592 8.79077 -0.7 -1.9 -2.4 -0.20
C -16.31237 -12.62120 7.61138 -0.3 0.6 0.4 -0.06
H -12.16318 -13.80981 11.97798 -0.2 -0.1 -0.1 0.08
H -11.39702 -13.01451 10.66684 0.1 0.1 -0.1 0.06
H -12.48268 -14.31183 10.28766 -0.5 0.1 0.1 0.06
H -13.55195 -12.11566 9.79540 -0.3 0.3 0.2 0.11
H -13.20764 -11.38057 11.39737 0.7 -0.3 -0.2 0.12
H -16.32779 -14.22967 11.40889 -0.1 0.5 -0.5 0.12
H -14.71226 -14.78381 11.56926 0.1 -0.1 0.0 0.10
H -15.12242 -14.25047 9.97252 -0.6 0.5 0.0 0.09
H -13.86222 -13.48870 13.27610 0.0 0.2 -0.1 0.12
H -15.58661 -13.15284 13.38449 0.0 -0.1 -0.1 0.13
H -15.07584 -10.58882 13.50580 -0.5 -0.4 0.0 0.08
H -13.43407 -10.92861 13.55617 0.3 -0.4 0.2 0.08
H -14.48274 -11.49266 14.85793 0.1 -0.4 -0.1 0.11
H -15.12896 -10.74559 11.22328 -0.9 0.6 -0.5 0.13
H -16.60253 -11.47798 11.91230 0.4 -0.3 0.5 0.15
H -16.98803 -10.75123 9.58681 -0.6 0.1 0.6 0.15
H -17.41188 -12.45265 9.87056 0.1 -0.2 0.2 0.13
H -17.08239 -13.34559 7.87675 0.6 -0.7 0.7 0.06
H -15.59441 -12.97997 6.87387 0.5 -0.3 0.7 0.05
H -16.94737 -12.05828 6.92728 0.2 1.6 0.5 0.10
C -6.05078 -20.96377 0.39482 -0.6 -1.0 0.0 -0.04
C -7.06566 -21.05158 1.54192 -0.3 0.6 0.1 -0.12
N -8.36894 -20.18304 1.32743 -0.7 -0.4 1.3 -0.22
C -9.04462 -20.61482 0.02937 1.0 0.9 0.3 0.02
C -9.39255 -20.51623 2.49193 -0.9 -0.8 -0.3 -0.12
C -10.05337 -21.94458 2.41903 0.7 0.0 -0.5 -0.05
C -8.15391 -18.65098 1.30638 1.2 -0.7 0.9 -0.06
C -7.13603 -18.16726 2.41163 0.2 -1.2 -0.3 -0.17
O -7.40656 -18.61206 3.74639 -0.3 1.5 -1.7 -0.17
C -8.36396 -17.75987 4.32111 -1.1 -1.1 2.1 -0.12
H -5.10556 -21.41464 0.69711 0.0 0.1 0.3 0.10
H -5.82195 -19.99726 -0.05418 -0.3 0.1 0.3 0.09
H -6.42745 -21.65183 -0.36200 0.2 0.3 -0.4 0.09
H -6.63645 -20.87349 2.52790 -0.2 0.8 0.0 0.12
H -7.45192 -22.06287 1.66916 0.0 0.0 -0.5 0.12
H -9.93556 -20.00611 -0.12498 -0.2 -0.3 0.3 0.11
H -9.23326 -21.68683 0.08683 0.1 0.3 -0.4 0.11
H -8.35682 -20.31862 -0.76265 0.0 -0.5 -0.1 0.11
H -10.17772 -19.77089 2.36510 0.0 0.0 -0.1 0.10
H -8.97242 -20.33979 3.48211 0.6 -0.1 -0.4 0.11
H -10.58834 -22.13806 1.48925 0.1 0.2 -0.1 0.08
H -10.79817 -22.22171 3.16507 0.1 0.9 0.5 0.07
H -9.33016 -22.75087 2.54138 0.3 0.1 -0.2 0.09
H -9.10826 -18.12963 1.38060 -0.2 -0.4 0.3 0.11
H -7.77659 -18.37230 0.32248 0.3 -0.2 0.0 0.12
H -7.05381 -17.08249 2.34362 -0.2 0.2 0.1 0.11
H -6.12513 -18.53954 2.24553 -0.1 -0.2 -0.6 0.11
H -9.39151 -17.93111 4.00032 -0.2 0.0 -0.9 0.08
H -8.20518 -16.68180 4.34676 0.6 0.0 -0.3 0.08
H -8.44371 -18.13970 5.33967 0.2 0.5 0.4 0.10
C -6.52510 -6.93280 0.35471 0.1 0.0 0.5 -0.05
C -7.07620 -6.74522 1.82134 1.0 0.0 -1.7 -0.12
N -8.57739 -7.11292 2.01162 2.0 0.8 0.3 -0.24
C -9.50387 -6.16308 1.30264 -0.5 0.1 1.0 0.03
C -8.80150 -8.49809 1.42915 -2.0 -0.8 0.8 -0.13
C -10.25750 -9.09380 1.83151 2.1 0.1 0.5 -0.03
C -8.87396 -6.89966 3.56709 -0.5 -1.1 -1.2 -0.03
C -8.07672 -7.73116 4.53121 0.9 -0.6 0.1 -0.18
O -8.31563 -9.09928 4.24553 0.3 0.4 -1.0 -0.21
C -7.78196 -10.06372 5.10197 -0.9 0.6 0.8 -0.10
H -6.97614 -6.32280 -0.42795 -0.7 -0.4 0.1 0.09
H -6.42041 -7.98820 0.10317 -0.7 0.0 -0.2 0.07
H -5.49175 -6.62083 0.20319 0.2 0.4 1.0 0.09
H -6.84997 -5.73570 2.16453 -0.8 0.2 0.0 0.14
H -6.44165 -7.36777 2.45212 -0.6 -0.4 0.1 0.11
H -9.28838 -5.15854 1.66674 -0.1 0.0 -0.2 0.12
H -10.47069 -6.49434 1.68163 -0.2 0.5 -0.2 0.10
H -9.54756 -6.19339 0.21394 0.7 -0.3 0.1 0.12
H -7.98291 -9.13065 1.77248 -0.3 0.0 0.1 0.11
H -8.74303 -8.42765 0.34300 0.1 0.3 0.2 0.12
H -10.32039 -9.12829 2.91914 -0.3 0.7 0.0 0.05
H -10.28397 -10.17250 1.67720 0.1 0.0 -0.9 0.06
H -11.10167 -8.59213 1.35841 0.2 -0.1 0.1 0.08
H -9.90662 -7.24274 3.63034 -0.1 0.5 0.3 0.13
H -8.75941 -5.84478 3.81648 -0.1 0.0 -0.4 0.15
H -8.35987 -7.49467 5.55688 -0.5 0.2 0.1 0.14
H -7.00521 -7.53126 4.53093 0.2 0.1 -0.3 0.13
H -6.70415 -10.20518 5.18201 0.3 0.2 -0.8 0.09
H -8.31704 -10.94953 4.75970 0.4 -0.5 0.5 0.08
H -8.07080 -9.75181 6.10565 -0.3 -0.5 0.5 0.09
C -11.24259 -14.61496 -3.93248 0.3 -0.7 1.3 -0.02
C -11.41707 -13.86687 -2.53766 -0.4 -1.4 -1.0 -0.08
N -11.41457 -14.83022 -1.29067 -0.9 -1.3 -1.4 -0.22
C -12.68137 -15.76496 -1.40176 0.0 1.0 0.5 0.02
C -10.19811 -15.81259 -1.29668 -0.4 1.2 -0.3 -0.15
C -8.82665 -15.11934 -1.56543 -1.0 -1.3 0.4 -0.03
C -11.38090 -13.98749 -0.01745 -1.9 -0.2 -0.6 -0.08
C -12.73705 -13.28866 0.37102 0.1 0.8 -0.6 -0.17
O -13.30652 -12.49274 -0.67683 0.9 -1.2 0.1 -0.20
C -14.22200 -11.44198 -0.37203 0.0 1.2 -0.1 -0.06
H -10.33582 -15.21806 -3.97877 0.4 0.4 0.1 0.06
H -11.26990 -14.01548 -4.84242 0.0 0.6 0.5 0.10
H -11.99856 -15.38537 -4.08435 -0.5 0.3 0.2 0.07
H -12.43042 -13.46619 -2.51192 0.4 0.5 0.1 0.11
H -10.65907 -13.12357 -2.29058 -0.2 0.0 -0.4 0.13
H -12.84862 -16.29944 -0.46663 0.7 -0.3 -0.1 0.09
H -12.67278 -16.39702 -2.28975 0.8 -0.1 0.3 0.10
H -13.63454 -15.24875 -1.51616 0.4 1.0 0.0 0.08
H -10.44754 -16.60559 -2.00170 0.2 0.2 -0.2 0.12
H -10.23739 -16.25694 -0.30214 0.1 0.0 0.1 0.10
H -8.83412 -14.11823 -1.13436 0.4 -0.1 -0.2 0.08
H -8.51004 -15.15731 -2.60774 -0.4 0.4 0.0 0.09
H -8.12644 -15.77845 -1.05223 0.3 0.4 0.2 0.07
H -10.55129 -13.29100 -0.13892 -0.2 0.0 0.1 0.12
H -11.20067 -14.70400 0.78395 0.2 0.1 0.1 0.11
H -12.51506 -12.72482 1.27706 0.1 0.5 0.0 0.11
H -13.47690 -13.99399 0.74948 0.0 -0.5 -0.2 0.09
H -15.18150 -11.72769 0.05905 0.3 -0.4 0.5 0.09
H -14.48167 -10.91248 -1.28871 0.2 -0.6 -0.5 0.10
H -13.74039 -10.64449 0.19380 -0.1 -0.4 0.6 0.09
C -4.40372 -14.53083 3.60184 0.7 0.6 -1.6 -0.11
C -3.79365 -15.89052 3.88855 1.1 -0.4 0.3 -0.23
C -2.69716 -16.39053 2.83087 -0.5 -0.7 1.1 -0.05
N -1.90229 -17.66471 3.33931 -0.2 0.7 -0.3 -0.23
C -2.86331 -18.64951 3.96697 0.0 0.0 -0.3 0.00
C -0.81636 -17.21871 4.37614 -0.6 -1.1 0.1 -0.07
C 0.29264 -18.28767 4.29282 0.2 0.9 -1.3 -0.10
C 0.36038 -18.58121 2.75586 -1.3 -0.8 -0.2 -0.10
C -1.10152 -18.38153 2.22083 0.8 0.8 -0.2 -0.08
H -5.43732 -14.36903 3.90777 0.3 -0.1 0.6 0.04
H -4.45359 -14.31080 2.53545 0.0 -0.3 -0.4 0.08
H -3.69261 -13.77263 3.92980 -0.5 0.3 0.4 0.10
H -4.59160 -16.58494 4.15151 0.1 -0.6 -0.8 0.09
H -3.28569 -15.80007 4.84870 0.3 0.0 0.1 0.10
H -1.91554 -15.65981 2.62300 -0.2 0.2 0.3 0.13
H -3.15348 -16.59728 1.86282 -0.1 -0.5 0.1 0.12
H -2.44591 -19.65286 4.05154 0.4 0.3 0.0 0.12
H -3.72147 -18.73394 3.30024 0.0 0.1 0.0 0.09
H -3.19265 -18.32962 4.95556 0.1 0.2 -0.2 0.10
H -1.34979 -17.21816 5.32669 0.3 0.2 0.1 0.12
H -0.48302 -16.20619 4.14854 0.0 -0.2 -0.3 0.14
H 0.09553 -19.14701 4.93373 0.0 0.0 -0.3 0.12
H 1.23533 -17.82901 4.59127 0.0 -0.2 0.2 0.13
H 0.62595 -19.58817 2.43399 0.3 -0.2 0.7 0.12
H 1.03416 -17.97133 2.15406 0.0 0.5 0.6 0.13
H -1.60519 -19.28713 1.88273 -0.1 0.0 0.5 0.13
H -1.01535 -17.75593 1.33240 -0.5 0.4 0.2 0.13
C -8.74937 -14.83875 11.72749 -0.8 -0.4 0.0 -0.10
C -7.57763 -14.66976 10.81960 2.0 0.9 -0.6 -0.22
C -7.83606 -13.65732 9.62395 0.0 -0.9 1.2 -0.11
N -6.67288 -13.44829 8.64493 -0.7 0.3 -0.5 -0.21
C -5.53042 -12.66577 9.35797 0.4 -1.3 -1.3 0.07
C -6.16902 -14.76436 7.99972 0.2 0.8 -0.2 -0.06
C -5.48566 -14.35424 6.66274 -0.1 -0.3 1.0 -0.15
C -6.10705 -13.03888 6.26684 -1.0 1.8 0.5 -0.17
C -7.18006 -12.64248 7.34658 2.0 -1.2 1.4 -0.04
H -8.52870 -15.00874 12.78130 0.6 0.1 -0.1 0.10
H -9.23080 -15.76435 11.41192 -1.0 0.5 -0.1 0.05
H -9.28793 -13.89151 11.69965 -0.8 -0.3 0.0 0.06
H -7.25884 -15.62694 10.40695 -0.1 0.0 -0.1 0.10
H -6.78116 -14.34371 11.48850 0.5 0.4 -0.5 0.12
H -8.16008 -12.67661 9.97224 0.5 0.2 0.2 0.13
H -8.73806 -14.02684 9.13615 0.3 -0.3 -0.8 0.10
H -5.83247 -11.81078 9.96283 -0.4 -0.3 -0.2 0.12
H -4.83707 -12.37174 8.56999 -0.2 0.4 -0.1 0.10
H -4.93261 -13.38768 9.91436 -0.5 0.0 0.5 0.11
H -5.49153 -15.28139 8.67927 -0.2 0.1 0.0 0.14
H -7.04784 -15.37496 7.79249 -0.1 0.0 0.3 0.12
H -4.42324 -14.17449 6.82723 0.0 -0.3 0.0 0.12
H -5.59333 -15.13010 5.90474 -0.1 0.0 0.3 0.09
H -5.33706 -12.26739 6.27001 0.0 0.1 0.0 0.12
H -6.56362 -12.94656 5.28138 0.0 -0.4 0.0 0.09
H -7.13512 -11.60496 7.67768 -0.4 0.0 -0.4 0.12
H -8.18261 -13.00964 7.12710 0.1 0.1 0.1 0.10
C -20.18449 -15.87113 -3.19824 -0.5 0.1 0.2 -0.07
C -19.05930 -15.19819 -2.35867 -0.6 -0.2 -0.9 -0.23
C -18.11595 -16.25993 -1.79499 -0.1 1.6 0.1 -0.10
N -17.11192 -15.64327 -0.76183 0.9 -0.8 1.1 -0.22
C -16.49562 -14.32898 -1.20460 -1.3 -0.7 0.5 0.04
C -16.03840 -16.72673 -0.37495 -0.9 0.5 0.1 -0.05
C -15.51829 -16.36700 1.04893 0.8 -0.9 -1.3 -0.17
C -16.53639 -15.44552 1.64541 -0.7 0.2 0.0 -0.15
C -17.71388 -15.35922 0.65813 0.0 -1.0 -0.8 -0.05
H -20.91017 -16.40620 -2.58571 0.2 -0.1 0.3 0.08
H -19.87113 -16.57342 -3.97070 0.5 0.0 0.1 0.09
H -20.80489 -15.15016 -3.73060 0.3 0.3 0.1 0.09
H -19.50219 -14.52594 -1.62380 -0.1 -0.3 0.3 0.12
H -18.50078 -14.54845 -3.03246 0.1 0.0 0.0 0.11
H -17.55801 -16.60612 -2.66502 0.4 -0.4 0.4 0.14
H -18.68136 -17.06869 -1.33204 0.3 0.0 0.3 0.14
H -16.26342 -14.35004 -2.26937 0.4 0.0 0.3 0.12
H -15.70658 -14.11251 -0.48442 0.3 0.1 -0.5 0.08
H -17.31847 -13.64372 -1.00101 0.4 0.5 -0.5 0.11
H -15.30080 -16.86350 -1.16574 -0.1 0.4 0.0 0.12
H -16.63627 -17.63787 -0.35331 0.2 -0.1 0.1 0.13
H -14.51622 -15.93923 1.07993 0.0 0.4 -0.5 0.07
H -15.37139 -17.26485 1.64926 -0.4 -0.3 -0.2 0.10
H -16.06350 -14.47947 1.82214 -0.4 0.1 0.5 0.11
H -16.86524 -15.96416 2.54594 -0.3 0.9 0.3 0.11
H -18.29557 -14.43822 0.69665 0.3 0.0 -0.3 0.14
H -18.41579 -16.18360 0.78390 0.0 0.0 0.3 0.14
C -14.11228 -19.46701 4.26776 1.1 -1.3 0.5 -0.08
C -13.42614 -19.61946 5.64753 -0.5 -0.4 -0.1 -0.22
C -13.17602 -21.12975 5.98238 0.3 0.7 0.0 -0.12
N -12.37604 -21.44677 7.25596 1.0 0.4 -1.6 -0.22
C -10.92004 -20.83751 7.07788 -1.8 -0.8 0.2 0.04
C -13.02670 -20.95091 8.51453 -0.4 0.6 0.5 -0.12
C -12.92758 -22.10527 9.51709 -0.5 1.5 0.1 -0.13
C -13.18786 -23.28439 8.62122 0.7 -1.0 -0.1 -0.14
C -12.31045 -23.01729 7.40545 -0.1 0.8 0.3 -0.05
H -13.39734 -19.88624 3.55979 0.0 0.2 -0.5 0.07
H -14.30443 -18.42500 4.01205 -0.3 -0.2 0.0 0.05
H -14.95527 -20.15585 4.21332 -0.4 0.5 -0.1 0.07
H -14.11108 -19.17631 6.37042 0.3 0.0 0.4 0.09
H -12.51500 -19.02312 5.59943 0.2 -0.2 0.4 0.09
H -12.64693 -21.61522 5.16233 0.4 0.2 0.0 0.11
H -14.12144 -21.67218 5.98908 -0.2 0.1 0.6 0.13
H -10.60303 -21.13596 6.07862 0.2 -0.3 0.2 0.09
H -10.33837 -21.26466 7.89477 0.2 0.3 -0.2 0.11
H -10.96698 -19.74946 7.12320 0.0 -0.1 0.5 0.04
H -12.60033 -20.00387 8.84532 0.5 -0.2 -0.1 0.12
H -14.06565 -20.70549 8.29442 -0.2 -0.4 -0.2 0.12
H -11.96960 -22.01724 10.02958 0.2 -0.7 -0.3 0.14
H -13.65955 -21.97077 10.31348 -0.1 -0.1 -0.1 0.14
H -12.87564 -24.21762 9.08995 -0.2 -0.1 -0.1 0.14
H -14.22995 -23.38313 8.31726 -0.1 0.1 0.2 0.13
H -11.28000 -23.29887 7.62221 0.0 0.2 -0.2 0.14
H -12.64378 -23.46282 6.46816 0.1 0.0 0.1 0.13
C -18.37042 -15.03984 5.99169 -0.5 -0.5 -0.2 -0.08
C -17.99116 -16.42966 6.52912 -0.7 -0.4 -0.7 -0.22
C -19.13561 -17.50161 6.31994 2.5 0.0 0.2 -0.04
N -18.62317 -18.94764 6.81241 -3.6 0.4 -0.4 -0.21
C -18.60626 -18.88566 8.33153 0.1 -0.4 -0.3 0.04
C -17.36772 -19.54470 6.22781 -0.1 0.3 1.4 -0.12
C -17.60536 -21.09233 6.15843 0.6 1.1 -0.4 -0.14
C -19.08202 -21.34878 6.45202 0.6 0.9 0.8 -0.13
C -19.71140 -19.96463 6.21664 0.1 -1.2 -0.1 -0.05
H -18.80778 -15.05570 4.99341 0.0 -0.2 -0.1 0.08
H -17.50756 -14.37763 5.92057 -0.1 0.0 0.3 0.05
H -19.15260 -14.64475 6.63992 0.2 0.4 0.0 0.10
H -17.73650 -16.27373 7.57742 -0.1 -0.4 0.1 0.10
H -17.09835 -16.80419 6.02841 0.1 0.0 -0.1 0.07
H -19.36676 -17.67048 5.26820 0.1 0.3 0.0 0.12
H -20.03249 -17.15718 6.83480 0.0 -0.8 0.3 0.14
H -18.31201 -19.83851 8.77154 0.2 0.0 -0.2 0.11
H -19.58854 -18.64148 8.73600 -0.1 0.0 -0.4 0.12
H -17.90666 -18.09528 8.60347 0.0 -0.2 0.0 0.09
H -16.55592 -19.25219 6.89378 0.1 0.0 0.0 0.11
H -17.17422 -19.09368 5.25455 -0.3 -0.1 0.0 0.12
H -17.01334 -21.68021 6.85986 0.4 0.2 -0.3 0.11
H -17.29202 -21.22877 5.12339 -0.3 -1.2 0.0 0.11
H -19.17828 -21.54467 7.51995 0.0 -0.2 0.1 0.12
H -19.43269 -22.26861 5.98400 -0.5 0.6 -0.5 0.14
H -20.73449 -19.91355 6.58918 0.3 0.7 0.7 0.15
H -19.81522 -19.79258 5.14532 0.5 0.5 0.0 0.13
Cl -9.58619 -18.18079 9.37734 -0.3 0.3 -0.7 -0.61
B -14.48076 -11.52918 3.37786 -2.0 1.5 -0.6 -1.46
F -13.26368 -11.28412 3.93858 1.8 -0.4 1.5 0.15
F -14.46376 -12.70145 2.67689 0.8 -2.9 -1.4 0.12
F -15.56339 -11.66211 4.22471 -0.2 -0.1 1.7 0.14
F -14.74616 -10.51741 2.50340 -0.1 1.2 -1.0 0.16
```
Positions in Å, forces in eV/Å.

The orbital gap comes out at 5.797 eV. The LUMO energy is -13.925 eV. The charge is +8. The calculated total energy comes out at -4966.9898 Eh.